Entry 1:
Here is a structure of composition C15H39BrN4O6Si2 in a non-equilibrium geometry from OMol25. Energies are from ωB97M-V/def2-TZVPD.

For the strongest force on any atom, the calculation gives 1.08 eV/Å. The HOMO energy is -9.1 eV. Its frontier orbital gap is 9.5 eV. The value obtained for the calculated total energy is -120235.29930 eV. Its molecular weight is 507.575 g/mol.

Element x y z (Å)
1 C 9.479 4.109 1.239
2 C 8.998 2.765 1.770
3 O 7.673 2.736 2.304
4 Si 6.452 3.332 1.362
5 C 6.112 2.315 -0.152
6 O 5.106 3.338 2.358
7 Si 3.711 4.055 1.833
8 Br 3.954 6.234 1.318
9 H 10.557 4.135 1.367
10 H 9.077 4.948 1.791
11 H 9.313 4.213 0.173
12 H 9.140 1.990 1.019
13 H 9.653 2.492 2.592
14 H 6.691 4.723 0.948
15 H 6.929 2.361 -0.865
16 H 5.247 2.705 -0.682
17 H 5.896 1.276 0.070
18 H 2.757 3.996 2.951
19 H 3.158 3.357 0.680
20 C 5.486 -1.881 -0.197
21 O 6.175 -2.192 -1.149
22 N 5.621 -2.380 1.045
23 C 4.766 -1.960 2.139
24 C 6.660 -3.366 1.289
25 H 4.671 -1.140 -0.275
26 H 5.364 -1.516 2.936
27 H 4.221 -2.817 2.541
28 H 4.049 -1.221 1.787
29 H 7.638 -2.947 1.050
30 H 6.503 -4.240 0.656
31 H 6.639 -3.665 2.333
32 C 0.611 1.848 0.811
33 O 1.765 1.490 0.979
34 N -0.427 1.019 0.641
35 C -1.784 1.501 0.443
36 C -0.179 -0.412 0.656
37 H 0.323 2.913 0.782
38 H -2.438 1.130 1.231
39 H -2.162 1.156 -0.522
40 H -1.804 2.588 0.458
41 H 0.257 -0.707 1.611
42 H 0.522 -0.681 -0.135
43 H -1.116 -0.943 0.507
44 C -5.801 1.193 0.128
45 O -5.047 1.552 1.017
46 N -5.926 -0.069 -0.307
47 C -6.848 -0.444 -1.373
48 C -5.110 -1.096 0.312
49 H -6.462 1.898 -0.403
50 H -7.565 -1.176 -1.016
51 H -6.282 -0.877 -2.202
52 H -7.384 0.432 -1.730
53 H -5.317 -1.149 1.381
54 H -4.051 -0.863 0.185
55 H -5.327 -2.056 -0.147
56 C -9.911 -2.251 -2.828
57 O -9.165 -1.882 -1.937
58 N -10.013 -3.517 -3.258
59 C -10.919 -3.899 -4.325
60 C -9.186 -4.534 -2.629
61 H -10.576 -1.555 -3.365
62 H -11.639 -4.635 -3.961
63 H -10.360 -4.333 -5.156
64 H -11.460 -3.027 -4.683
65 H -9.403 -4.586 -1.562
66 H -8.131 -4.286 -2.749
67 H -9.385 -5.499 -3.086

=====

Entry 2:
Here is a structure of composition C15H39F13N5O23S7Y2 in a non-equilibrium geometry from OMol25. Energies are from ωB97M-V/def2-TZVPD.

For the strongest force on any atom, the calculation gives 7.32 eV/Å. The HOMO energy is -10.6 eV. Its frontier orbital gap is 6.0 eV. The value obtained for the calculated total energy is -183987.89647 eV. Its molecular weight is 1306.744 g/mol. As for the net charge: +1.

Element x y z (Å)
1 Y -5.169 -12.853 7.499
2 Y -8.301 -8.331 8.907
3 C -9.731 -12.705 7.890
4 F -10.907 -12.160 8.158
5 F -9.741 -14.023 7.991
6 F -9.403 -12.408 6.620
7 S -8.470 -12.045 9.050
8 O -7.190 -12.475 8.469
9 O -8.548 -10.578 9.009
10 O -8.736 -12.698 10.278
11 C -3.727 -9.276 10.313
12 F -3.404 -8.743 9.145
13 F -2.785 -10.074 10.783
14 F -3.979 -8.330 11.211
15 S -5.304 -10.237 10.072
16 O -6.268 -9.234 9.596
17 O -4.878 -11.235 9.070
18 O -5.710 -10.848 11.287
19 C -5.094 -8.617 5.438
20 F -4.334 -8.403 6.491
21 F -5.597 -7.480 4.997
22 F -4.408 -9.240 4.488
23 S -6.484 -9.737 5.943
24 O -5.879 -10.911 6.585
25 O -7.146 -8.939 6.967
26 O -7.324 -10.055 4.832
27 N -3.693 -12.559 5.882
28 S -2.336 -11.719 5.627
29 O -2.221 -10.863 4.513
30 O -1.181 -12.286 6.201
31 F -2.839 -10.625 6.733
32 S -3.667 -13.232 4.349
33 O -2.625 -14.141 4.061
34 O -4.239 -12.453 3.322
35 F -4.915 -14.205 4.655
36 N -7.085 -6.459 8.472
37 S -5.832 -5.723 9.195
38 O -6.034 -4.417 9.677
39 O -4.557 -6.194 8.820
40 F -6.094 -6.533 10.592
41 S -7.446 -5.182 7.384
42 O -6.347 -4.639 6.694
43 O -8.638 -4.488 7.674
44 F -7.923 -6.178 6.204
45 O -7.511 -12.458 3.331
46 H -7.984 -11.793 3.845
47 H -6.936 -11.925 2.739
48 O -6.889 -13.365 5.997
49 H -7.023 -12.647 5.345
50 H -7.339 -14.127 5.612
51 O -9.656 -7.988 7.091
52 H -10.174 -8.718 6.575
53 H -9.897 -7.144 6.687
54 C -4.791 -9.235 0.585
55 C -6.111 -9.840 1.041
56 C -7.386 -9.358 0.373
57 O -7.523 -7.952 0.423
58 C -7.786 -7.430 1.696
59 N -6.083 -11.303 1.095
60 H -4.674 -8.168 0.781
61 H -4.715 -9.321 -0.507
62 H -3.948 -9.775 1.014
63 H -6.221 -9.588 2.110
64 H -8.258 -9.775 0.893
65 H -7.357 -9.658 -0.678
66 H -6.911 -7.372 2.348
67 H -8.621 -7.956 2.184
68 H -8.161 -6.424 1.502
69 H -5.354 -11.638 1.714
70 H -5.969 -11.856 0.255
71 C 0.474 -8.948 9.700
72 C 0.525 -9.443 8.242
73 C 0.008 -8.323 7.353
74 O 0.176 -8.687 5.992
75 C -0.608 -7.891 5.147
76 N 1.908 -9.814 7.905
77 H -0.252 -8.146 9.870
78 H 1.453 -8.645 10.065
79 H 0.134 -9.736 10.379
80 H -0.115 -10.326 8.232
81 H 0.597 -7.405 7.472
82 H -1.045 -8.190 7.632
83 H -0.326 -6.834 5.167
84 H -1.683 -8.068 5.269
85 H -0.435 -8.221 4.118
86 H 1.870 -10.487 7.142
87 H 2.355 -9.028 7.438
88 C -12.696 -9.754 4.456
89 C -11.565 -10.658 4.939
90 C -11.162 -11.744 3.972
91 O -10.815 -11.170 2.746
92 C -10.497 -12.175 1.756
93 N -10.407 -9.792 5.299
94 H -12.932 -8.951 5.151
95 H -13.569 -10.383 4.288
96 H -12.384 -9.306 3.510
97 H -11.905 -11.174 5.843
98 H -12.005 -12.438 3.828
99 H -10.345 -12.334 4.416
100 H -10.098 -11.664 0.882
101 H -11.473 -12.570 1.463
102 H -9.752 -12.860 2.155
103 H -9.539 -10.291 5.127
104 H -10.397 -9.021 4.633

=====

Entry 3:
Here is a structure of composition C15H39INbO6 in a non-equilibrium geometry from OMol25. Energies are from ωB97M-V/def2-TZVPD.

For the strongest force on any atom, the calculation gives 1.78 eV/Å. The HOMO energy is -4.9 eV. Its frontier orbital gap is 7.4 eV. The value obtained for the calculated total energy is -38113.73848 eV. Its molecular weight is 535.281 g/mol. As for the net charge: -1.

Element x y z (Å)
1 C 3.001 -4.201 -1.466
2 C 2.485 -3.001 -2.212
3 I 1.996 -1.463 -0.780
4 C 1.271 -3.237 -3.115
5 Nb -0.531 -4.419 -2.304
6 H 3.945 -3.948 -0.988
7 H 3.176 -5.029 -2.146
8 H 2.309 -4.538 -0.706
9 H 3.303 -2.599 -2.800
10 H 0.865 -2.255 -3.353
11 H 1.605 -3.646 -4.066
12 H -1.006 -5.104 -3.950
13 H -1.608 -2.925 -2.436
14 H -0.124 -4.114 -0.532
15 H 0.467 -5.961 -2.085
16 H -2.020 -5.269 -1.622
17 C -2.000 -2.674 6.305
18 O -2.393 -1.850 5.234
19 C -2.476 -0.470 5.527
20 C -1.825 0.394 4.469
21 O -0.416 0.317 4.397
22 C 0.190 -0.858 3.876
23 C 0.031 -1.074 2.388
24 O -1.302 -1.376 2.030
25 C -1.785 -0.712 0.881
26 H -2.857 -2.938 6.936
27 H -1.584 -3.588 5.883
28 H -1.231 -2.196 6.921
29 H -2.021 -0.248 6.500
30 H -3.537 -0.190 5.586
31 H -2.027 1.431 4.753
32 H -2.287 0.233 3.492
33 H -0.114 -1.745 4.435
34 H 1.258 -0.717 4.059
35 H 0.662 -1.921 2.096
36 H 0.394 -0.188 1.852
37 H -1.415 0.319 0.828
38 H -2.874 -0.683 0.950
39 H -1.505 -1.250 -0.030
40 C 2.628 3.369 -4.546
41 O 1.811 4.164 -3.715
42 C 0.540 4.482 -4.247
43 C -0.580 4.273 -3.250
44 O -0.859 2.929 -2.922
45 C 0.058 2.193 -2.123
46 C 0.125 2.599 -0.668
47 O 0.695 3.889 -0.489
48 C -0.005 4.728 0.398
49 H 3.170 3.985 -5.272
50 H 3.351 2.861 -3.909
51 H 2.046 2.610 -5.076
52 H 0.331 3.888 -5.144
53 H 0.540 5.541 -4.542
54 H -1.494 4.630 -3.735
55 H -0.433 4.887 -2.358
56 H 1.052 2.174 -2.572
57 H -0.313 1.166 -2.150
58 H 0.753 1.871 -0.141
59 H -0.879 2.554 -0.233
60 H -1.089 4.609 0.298
61 H 0.251 5.759 0.152
62 H 0.283 4.534 1.437

=====

Entry 4:
Here is a cluster of 3 separate species, C15H39N8O5P2 in total in a non-equilibrium geometry from OMol25. Energies are from ωB97M-V/def2-TZVPD.

For the strongest force on any atom, the calculation gives 8.90 eV/Å. The HOMO energy is -3.7 eV. Its frontier orbital gap is 4.0 eV. The value obtained for the calculated total energy is -56915.98670 eV. Its molecular weight is 473.476 g/mol. As for the net charge: -1.

Element x y z (Å)
1 O 2.881 -3.608 5.916
2 C 2.465 -2.466 5.575
3 N 1.650 -1.571 5.016
4 N 0.789 -1.020 5.960
5 C -0.158 -2.021 6.548
6 C -0.980 -2.864 5.424
7 O -0.443 -3.712 4.632
8 O -2.360 -2.616 5.314
9 H 0.189 -0.355 5.428
10 H -0.958 -1.423 7.138
11 H 0.336 -2.720 7.334
12 O -0.246 1.365 2.994
13 P 0.596 1.816 1.788
14 N 1.817 2.533 2.782
15 C 2.625 3.707 2.492
16 C 2.661 1.561 3.484
17 N -0.583 3.016 1.345
18 C -0.449 4.420 1.692
19 C -1.985 2.633 1.561
20 N 1.552 2.266 0.356
21 C 0.871 2.713 -0.875
22 C 2.348 1.083 -0.056
23 H 3.345 3.541 1.681
24 H 3.204 4.003 3.375
25 H 2.037 4.588 2.254
26 H 3.469 1.195 2.840
27 H 2.079 0.697 3.819
28 H 3.112 2.002 4.378
29 H -0.351 4.572 2.775
30 H -1.314 5.000 1.347
31 H 0.395 4.876 1.172
32 H -2.289 2.769 2.605
33 H -2.153 1.588 1.284
34 H -2.654 3.233 0.933
35 H 0.071 2.026 -1.165
36 H 1.580 2.780 -1.710
37 H 0.462 3.719 -0.777
38 H 1.699 0.280 -0.419
39 H 2.929 0.683 0.779
40 H 3.066 1.340 -0.841
41 O 0.375 -0.650 -2.226
42 P -0.275 -1.319 -3.452
43 N -1.710 -0.358 -3.342
44 C -3.069 -0.747 -3.686
45 C -1.525 1.042 -3.735
46 N -0.502 -2.809 -2.587
47 C -1.768 -3.184 -1.978
48 C 0.570 -3.161 -1.644
49 N -0.953 -2.092 -4.906
50 C -0.728 -3.531 -5.149
51 C -0.386 -1.411 -6.096
52 H -3.213 -0.888 -4.764
53 H -3.781 0.023 -3.368
54 H -3.403 -1.644 -3.174
55 H -1.586 1.163 -4.823
56 H -0.552 1.423 -3.407
57 H -2.284 1.684 -3.279
58 H -2.120 -2.436 -1.258
59 H -1.689 -4.144 -1.456
60 H -2.532 -3.362 -2.737
61 H 0.465 -2.631 -0.690
62 H 1.554 -2.929 -2.063
63 H 0.567 -4.236 -1.434
64 H 0.328 -3.797 -5.046
65 H -1.052 -3.810 -6.160
66 H -1.321 -4.158 -4.485
67 H 0.690 -1.596 -6.182
68 H -0.528 -0.329 -6.040
69 H -0.877 -1.744 -7.015